Below is a cluster of 12 separate species, C69H202N33O14P11 in total, with properties calculated with ωB97M-V with the def2-TZVPD basis set.

Bonds (Å) are listed after each position.
CARTESIAN COORDINATES (ANGSTROEM)
1 C 7.6100 -0.3767 1.9120  N2 1.447, H12 1.114, H13 1.092, H14 1.147
2 N 7.0170 -0.7958 0.6602  C1 1.447, C3 1.456, P4 1.610
3 C 7.1982 0.1062 -0.4689  N2 1.456, H15 1.144, H16 1.086, H17 1.109
4 P 5.5305 -1.4113 0.7169  N2 1.610, O5 1.513, N6 1.651, N9 1.651
5 O 4.3808 -0.4343 0.6099  P4 1.513
6 N 5.5274 -2.4646 -0.5549  P4 1.651, C7 1.444, C8 1.488
7 C 6.6199 -3.0810 -1.2708  N6 1.444, H18 1.089, H19 1.117, H20 1.083
8 C 4.2160 -3.1631 -0.6397  N6 1.488, H21 1.087, H22 1.074, H23 1.085
9 N 5.4366 -2.3424 2.0775  P4 1.651, C10 1.442, C11 1.419
10 C 4.9444 -1.8085 3.3233  N9 1.442, H24 1.093, H25 1.089, H26 1.105
11 C 6.1729 -3.5228 2.3584  N9 1.419, H27 1.111, H28 1.137, H29 1.066
12 H 7.0578 0.4456 2.4215  C1 1.114
13 H 8.6252 -0.0208 1.7216  C1 1.092
14 H 7.6730 -1.2828 2.6120  C1 1.147
15 H 6.8549 1.1252 -0.0779  C3 1.144
16 H 6.5646 -0.1463 -1.3145  C3 1.086
17 H 8.2598 0.0366 -0.7813  C3 1.109
18 H 6.6829 -4.1522 -1.0859  C7 1.089
19 H 6.6925 -2.9252 -2.3744  C7 1.117
20 H 7.5317 -2.5852 -0.9601  C7 1.083
21 H 4.1603 -4.0269 0.0177  C8 1.087
22 H 3.4382 -2.4626 -0.4009  C8 1.074
23 H 4.1481 -3.5122 -1.6645  C8 1.085
24 H 5.7974 -1.5197 3.9431  C10 1.093
25 H 4.2322 -1.0184 3.0900  C10 1.089
26 H 4.3892 -2.6484 3.7795  C10 1.105
27 H 5.4776 -4.2671 2.8024  C11 1.111
28 H 6.9448 -3.3123 3.1662  C11 1.137
29 H 6.6075 -4.0149 1.5180  C11 1.066
30 C -5.0848 3.2114 3.3497  N31 1.478, H41 1.089, H42 1.090, H43 1.105
31 N -3.8627 3.7836 3.9516  C30 1.478, C32 1.472, P33 1.647
32 C -3.3948 3.1240 5.1810  N31 1.472, H44 1.101, H45 1.100, H46 1.072
33 P -3.8941 5.4216 4.1206  N31 1.647, O34 1.478, N35 1.690, N38 1.606
34 O -4.7985 6.1487 5.0366  P33 1.478
35 N -2.2955 5.7055 4.5899  P33 1.690, C36 1.430, C37 1.444
36 C -2.0409 6.5281 5.7311  N35 1.430, H47 1.104, H48 1.102, H49 1.118
37 C -1.1941 5.6916 3.6566  N35 1.444, H50 1.089, H51 1.097, H52 1.101
38 N -4.2581 5.8495 2.6159  P33 1.606, C39 1.420, C40 1.439
39 C -4.9305 7.0610 2.3028  N38 1.420, H53 1.093, H54 1.090, H55 1.102
40 C -3.6611 5.2742 1.4392  N38 1.439, H56 1.047, H57 1.105, H58 1.118
41 H -4.9551 2.1420 3.5080  C30 1.089
42 H -5.1553 3.5567 2.3178  C30 1.090
43 H -6.0096 3.5883 3.8233  C30 1.105
44 H -3.3993 2.0251 5.1175  C32 1.101
45 H -3.9290 3.3504 6.1158  C32 1.100
46 H -2.4303 3.5218 5.4254  C32 1.072
47 H -2.9835 7.0013 6.0560  C36 1.104
48 H -1.6165 5.9155 6.5430  C36 1.102
49 H -1.2739 7.3053 5.4930  C36 1.118
50 H -1.5225 5.5436 2.6286  C37 1.089
51 H -0.8080 6.7182 3.6178  C37 1.097
52 H -0.4232 4.9521 3.9228  C37 1.101
53 H -4.2395 7.8430 1.9789  C39 1.093
54 H -5.7177 6.7961 1.5964  C39 1.090
55 H -5.4881 7.4515 3.1691  C39 1.102
56 H -3.0116 5.9502 0.9724  C40 1.047
57 H -4.3882 5.0514 0.6370  C40 1.105
58 H -3.1372 4.3078 1.6439  C40 1.118
59 C 3.0426 -2.7454 -5.2987  N60 1.468, H70 1.083, H71 1.106, H72 1.100
60 N 3.5258 -1.5272 -5.9602  C59 1.468, C61 1.431, P62 1.640
61 C 4.6536 -1.8152 -6.7918  N60 1.431, H73 1.073, H74 1.097, H75 1.107
62 P 3.0792 0.0291 -5.6974  N60 1.640, O63 1.444, N64 1.648, N67 1.682
63 O 3.5177 0.8554 -6.7969  P62 1.444
64 N 1.4757 -0.0518 -5.3246  P62 1.648, C65 1.560, C66 1.445
65 C 1.0223 1.3096 -4.7128  N64 1.560, H76 1.106, H77 1.077, H78 1.094
66 C 0.6580 -0.4048 -6.4628  N64 1.445, H79 1.119, H80 1.123, H81 1.118
67 N 3.9152 0.4767 -4.3084  P62 1.682, C68 1.426, C69 1.443
68 C 3.9494 -0.3728 -3.1634  N67 1.426, H82 1.093, H83 1.124, H84 1.069
69 C 4.3384 1.8361 -4.0719  N67 1.443, H85 1.086, H86 1.093, H87 1.098
70 H 3.8201 -3.3200 -4.8112  C59 1.083
71 H 2.4608 -3.4107 -5.9640  C59 1.106
72 H 2.2934 -2.5372 -4.5202  C59 1.100
73 H 5.3598 -2.3174 -6.1583  C61 1.073
74 H 5.1026 -0.9234 -7.2469  C61 1.097
75 H 4.4007 -2.4942 -7.6288  C61 1.107
76 H 1.2747 2.1291 -5.4109  C65 1.106
77 H -0.0287 1.3750 -4.4872  C65 1.077
78 H 1.5718 1.4663 -3.7796  C65 1.094
79 H 1.1389 -1.2148 -7.0667  C66 1.119
80 H -0.3748 -0.6601 -6.1048  C66 1.123
81 H 0.4578 0.4498 -7.1550  C66 1.118
82 H 4.5476 0.0663 -2.3605  C68 1.093
83 H 2.9665 -0.6182 -2.6775  C68 1.124
84 H 4.3394 -1.3183 -3.4740  C68 1.069
85 H 5.4005 1.8539 -3.8465  C69 1.086
86 H 3.8402 2.2563 -3.1944  C69 1.093
87 H 4.2754 2.5418 -4.9111  C69 1.098
88 C -2.0468 6.0954 -5.8424  N89 1.482, H99 1.101, H100 1.079, H101 1.108
89 N -0.8928 5.9866 -4.9185  C88 1.482, C90 1.392, P91 1.644
90 C 0.3217 5.5051 -5.3998  N89 1.392, H102 1.112, H103 1.108, H104 1.100
91 P -1.2761 5.9119 -3.3212  N89 1.644, O92 1.484, N93 1.660, N96 1.645
92 O -0.0315 6.0658 -2.5279  P91 1.484
93 N -2.3644 7.1271 -3.0132  P91 1.660, C94 1.459, C95 1.435
94 C -1.8248 8.4054 -2.5611  N93 1.459, H105 1.098, H106 1.084, H107 1.091
95 C -3.7494 7.2238 -3.3764  N93 1.435, H108 1.081, H109 1.106, H110 1.105
96 N -2.2826 4.6116 -3.2719  P91 1.645, C97 1.476, C98 1.509
97 C -2.9603 4.1509 -2.0446  N96 1.476, H111 1.143, H112 1.103, H113 1.119
98 C -1.7550 3.3980 -3.9974  N96 1.509, H114 1.081, H115 1.096, H116 1.082
99 H -2.6203 5.1554 -5.8197  C88 1.101
100 H -1.6928 6.2537 -6.8488  C88 1.079
101 H -2.7225 6.8941 -5.4767  C88 1.108
102 H 0.7018 6.1948 -6.1851  C90 1.112
103 H 0.2079 4.5090 -5.8726  C90 1.108
104 H 0.9853 5.3484 -4.5363  C90 1.100
105 H -2.6147 8.8371 -1.9323  C94 1.098
106 H -0.8990 8.3004 -2.0066  C94 1.084
107 H -1.7543 9.1284 -3.3750  C94 1.091
108 H -4.2436 7.6496 -2.5151  C95 1.081
109 H -3.8527 7.9494 -4.2052  C95 1.106
110 H -4.2025 6.2853 -3.7433  C95 1.105
111 H -2.3168 3.3644 -1.5208  C97 1.143
112 H -2.9807 5.0188 -1.3636  C97 1.103
113 H -3.9927 3.7561 -2.2175  C97 1.119
114 H -1.2204 3.6161 -4.9112  C98 1.081
115 H -2.6638 2.8735 -4.3140  C98 1.096
116 H -1.3172 2.7671 -3.2346  C98 1.082
117 C 1.4258 -7.0342 -4.7515  N118 1.445, H128 1.082, H129 1.082, H130 1.095
118 N -0.0119 -7.1117 -4.6290  C117 1.445, C119 1.470, P120 1.654
119 C -0.4494 -8.4543 -5.0383  N118 1.470, H131 1.066, H132 1.084, H133 1.069
120 P -0.8047 -5.8600 -5.3630  N118 1.654, O121 1.441, N122 1.682, N125 1.655
121 O -0.4251 -5.6185 -6.7318  P120 1.441
122 N -2.4496 -6.1340 -5.1414  P120 1.682, C123 1.427, C124 1.473
123 C -3.3696 -6.0932 -6.2319  N122 1.427, H134 1.046, H135 1.097, H136 1.073
124 C -3.1097 -5.8013 -3.8673  N122 1.473, H137 1.140, H138 1.118, H139 1.105
125 N -0.3328 -4.6125 -4.3837  P120 1.655, C126 1.398, C127 1.470
126 C -0.6946 -3.3226 -4.7822  N125 1.398, H140 1.108, H141 1.058, H142 1.086
127 C -0.0408 -4.7795 -2.9524  N125 1.470, H143 1.097, H144 1.116, H145 1.065
128 H 1.8392 -7.5802 -3.9134  C117 1.082
129 H 1.7349 -5.9989 -4.7003  C117 1.082
130 H 1.8029 -7.4420 -5.6951  C117 1.095
131 H -0.2143 -8.6091 -6.0660  C119 1.066
132 H -1.4847 -8.6876 -4.8162  C119 1.084
133 H 0.2195 -9.1042 -4.5169  C119 1.069
134 H -3.8011 -5.1495 -6.3625  C123 1.046
135 H -2.8850 -6.4003 -7.1667  C123 1.097
136 H -4.1632 -6.8094 -6.1434  C123 1.073
137 H -3.2427 -4.7037 -3.5910  C124 1.140
138 H -4.0494 -6.3815 -3.6956  C124 1.118
139 H -2.5288 -6.3526 -3.1061  C124 1.105
140 H -1.7413 -3.1312 -4.4730  C126 1.108
141 H -0.0127 -2.6087 -4.4023  C126 1.058
142 H -0.6749 -3.1510 -5.8540  C126 1.086
143 H -0.7856 -4.2765 -2.3233  C127 1.097
144 H 0.9416 -4.3293 -2.6755  C127 1.116
145 H 0.0199 -5.8131 -2.7009  C127 1.065
146 C 1.8202 -3.7633 2.3445  N147 1.466, H157 1.050, H158 1.077, H159 1.086
147 N 1.1879 -5.0129 1.9102  C146 1.466, C148 1.495, P149 1.609
148 C 0.4051 -5.7193 2.9700  N147 1.495, H160 1.049, H161 1.130, H162 1.080
149 P 1.3757 -5.4463 0.3716  N147 1.609, O150 1.475, N151 1.675, N154 1.592
150 O 1.6034 -4.2237 -0.4205  P149 1.475
151 N 2.6626 -6.4919 0.1318  P149 1.675, C152 1.456, C153 1.422
152 C 3.2142 -6.6426 -1.2072  N151 1.456, H163 1.113, H164 1.095, H165 1.102
153 C 3.0162 -7.5706 0.9888  N151 1.422, H166 1.057, H167 1.055, H168 1.099
154 N 0.0616 -6.2646 -0.0014  P149 1.592, C155 1.448, C156 1.409
155 C -1.1959 -5.5501 0.0631  N154 1.448, H169 1.114, H170 1.092, H171 1.068
156 C -0.2587 -7.6305 0.1326  N154 1.409, H172 1.112, H173 1.103, H174 1.094
157 H 2.6137 -3.6250 1.6715  C146 1.050
158 H 2.2789 -3.9252 3.3049  C146 1.077
159 H 1.0997 -2.9509 2.3395  C146 1.086
160 H -0.4047 -5.1540 3.3221  C148 1.049
161 H 1.0240 -5.9226 3.8935  C148 1.130
162 H 0.0536 -6.7027 2.6953  C148 1.080
163 H 4.3164 -6.7949 -1.2088  C152 1.113
164 H 2.7664 -7.5169 -1.6915  C152 1.095
165 H 3.1013 -5.7117 -1.7852  C152 1.102
166 H 2.5630 -8.4920 0.7376  C153 1.057
167 H 4.0620 -7.6978 0.9417  C153 1.055
168 H 2.7350 -7.4451 2.0435  C153 1.099
169 H -1.7837 -5.7043 -0.8700  C155 1.114
170 H -1.7270 -5.9797 0.9146  C155 1.092
171 H -1.0236 -4.4967 0.1017  C155 1.068
172 H -0.8177 -7.8483 1.0689  C156 1.112
173 H 0.6905 -8.1876 0.2004  C156 1.103
174 H -0.9375 -7.9423 -0.6670  C156 1.094
175 C -0.3992 -5.0515 7.9109  N176 1.449, H186 1.068, H187 1.095, H188 1.092
176 N 0.2276 -3.7496 8.0200  C175 1.449, C177 1.384, P178 1.647
177 C -0.0866 -2.9989 9.1391  N176 1.384, H189 1.137, H190 1.110, H191 1.096
178 P 0.9304 -3.1081 6.6754  N176 1.647, O179 1.480, N180 1.612, N183 1.613
179 O 1.2781 -4.1923 5.7300  P178 1.480
180 N -0.1854 -2.1336 6.0392  P178 1.612, C181 1.406, C182 1.524
181 C -1.5572 -1.9881 6.3098  N180 1.406, H192 1.090, H193 1.110, H194 1.100
182 C 0.1387 -1.3773 4.7560  N180 1.524, H195 1.066, H196 1.111, H197 1.132
183 N 2.2603 -2.2496 6.9856  P178 1.613, C184 1.448, C185 1.417
184 C 2.3817 -0.8131 7.1259  N183 1.448, H198 1.067, H199 1.104, H200 1.102
185 C 3.4954 -2.9412 7.0552  N183 1.417, H201 1.087, H202 1.077, H203 1.096
186 H -0.1850 -5.4261 6.9340  C175 1.068
187 H -1.4881 -5.0486 8.0240  C175 1.095
188 H -0.0418 -5.7431 8.6764  C175 1.092
189 H -0.8714 -3.5529 9.7464  C177 1.137
190 H -0.4409 -1.9851 8.8584  C177 1.110
191 H 0.7541 -2.8476 9.8252  C177 1.096
192 H -1.8797 -2.6463 7.1166  C181 1.090
193 H -1.7741 -0.9087 6.4546  C181 1.110
194 H -2.1796 -2.2650 5.4462  C181 1.100
195 H 1.1705 -1.5125 4.5226  C182 1.066
196 H -0.4908 -1.7914 3.9390  C182 1.111
197 H -0.0880 -0.2997 5.0179  C182 1.132
198 H 2.9571 -0.6003 7.9990  C184 1.067
199 H 2.8413 -0.4390 6.1947  C184 1.104
200 H 1.3473 -0.4646 7.2741  C184 1.102
201 H 3.3602 -3.9408 7.4595  C185 1.087
202 H 4.1452 -2.4286 7.7440  C185 1.077
203 H 4.0251 -3.1559 6.1198  C185 1.096
204 C 1.0235 -0.5285 1.1420  N205 1.433, H215 1.057, H216 1.062, H217 1.102
205 N 0.3919 -0.2762 -0.1196  C204 1.433, C206 1.505, P207 1.603
206 C 0.4314 -1.3877 -1.1343  N205 1.505, H218 1.066, H219 1.096, H220 1.128
207 P -0.3607 1.1084 -0.4137  N205 1.603, O208 1.506, N209 1.678, N212 1.657
208 O -1.0614 1.1993 -1.7438  P207 1.506
209 N -1.4200 1.5736 0.8022  P207 1.678, C210 1.438, C211 1.399
210 C -1.0114 1.8290 2.1567  N209 1.438, H221 1.117, H222 1.089, H223 1.103
211 C -2.7664 1.2317 0.6382  N209 1.399, H224 1.110, H225 1.125, H226 1.107
212 N 0.8827 2.1894 -0.2326  P207 1.657, C213 1.467, C214 1.441
213 C 2.1576 1.8015 -0.8466  N212 1.467, H227 1.069, H228 1.103, H229 1.103
214 C 0.5616 3.5916 -0.1483  N212 1.441, H230 1.092, H231 1.136, H232 1.107
215 H 1.3297 0.3932 1.5579  C204 1.057
216 H 1.8924 -1.1149 0.9727  C204 1.062
217 H 0.3559 -0.9760 1.8956  C204 1.102
218 H 0.0013 -1.1357 -2.0769  C206 1.066
219 H -0.0431 -2.2852 -0.7220  C206 1.096
220 H 1.5384 -1.5821 -1.2361  C206 1.128
221 H 0.0592 2.1179 2.2923  C210 1.117
222 H -1.6183 2.6528 2.5295  C210 1.089
223 H -1.1827 0.9254 2.7654  C210 1.103
224 H -3.5110 1.9770 0.9871  C211 1.110
225 H -3.1118 1.1285 -0.4271  C211 1.125
226 H -3.0255 0.2840 1.1477  C211 1.107
227 H 2.8552 2.5924 -0.6732  C213 1.069
228 H 2.5626 0.8806 -0.3937  C213 1.103
229 H 2.0659 1.7110 -1.9420  C213 1.103
230 H 0.8391 4.1655 -1.0348  C214 1.092
231 H 1.0835 4.0500 0.7512  C214 1.136
232 H -0.4996 3.7181 0.1384  C214 1.107
233 C -5.8323 -0.9640 1.7095  N234 1.441, H244 1.153, H245 1.079, H246 1.062
234 N -7.1709 -0.7351 1.2286  C233 1.441, C235 1.435, P236 1.675
235 C -7.9655 -1.9238 1.1114  N234 1.435, H247 1.096, H248 1.094, H249 1.045
236 P -7.8278 0.7869 1.4694  N234 1.675, O237 1.500, N238 1.652, N241 1.651
237 O -6.8644 1.9217 1.2885  P236 1.500
238 N -9.0958 0.8845 0.4157  P236 1.652, C239 1.428, C240 1.458
239 C -8.7910 1.3915 -0.8837  N238 1.428, H250 1.098, H251 1.069, H252 1.094
240 C -10.5103 0.7177 0.7285  N238 1.458, H253 1.118, H254 1.109, H255 1.130
241 N -8.5583 0.7831 2.9503  P236 1.651, C242 1.441, C243 1.507
242 C -9.0087 2.0375 3.4976  N241 1.441, H256 1.086, H257 1.099, H258 1.100
243 C -7.9816 -0.1326 3.9988  N241 1.507, H259 1.071, H260 1.089, H261 1.095
244 H -5.2367 -1.6133 0.9652  C233 1.153
245 H -5.7746 -1.6348 2.5532  C233 1.079
246 H -5.2780 -0.0654 1.8258  C233 1.062
247 H -7.4353 -2.6053 0.4365  C235 1.096
248 H -8.9450 -1.6922 0.6830  C235 1.094
249 H -8.1093 -2.4391 2.0092  C235 1.045
250 H -9.3235 2.3250 -1.1064  C239 1.098
251 H -7.7359 1.5139 -1.0075  C239 1.069
252 H -9.1731 0.7643 -1.6950  C239 1.094
253 H -11.0308 1.7069 0.7112  C240 1.118
254 H -11.0127 0.0979 -0.0420  C240 1.109
255 H -10.6211 0.2631 1.7566  C240 1.130
256 H -9.9858 1.8608 3.9375  C242 1.086
257 H -8.2551 2.5217 4.1346  C242 1.099
258 H -9.1955 2.8198 2.7474  C242 1.100
259 H -7.7442 -1.1182 3.6537  C243 1.071
260 H -8.7983 -0.2161 4.7147  C243 1.089
261 H -7.1655 0.4024 4.4955  C243 1.095
262 C -4.2551 0.7794 -3.3487  N263 1.403, H273 1.116, H274 1.099, H275 1.077
263 N -3.9268 -0.4036 -4.0271  C262 1.403, C264 1.446, P265 1.657
264 C -2.6361 -0.4109 -4.6797  N263 1.446, H276 1.116, H277 1.081, H278 1.084
265 P -4.5319 -1.8833 -3.5904  N263 1.657, O266 1.487, N267 1.681, N270 1.645
266 O -4.0252 -2.8977 -4.5530  P265 1.487
267 N -4.1457 -2.1215 -1.9720  P265 1.681, C268 1.460, C269 1.457
268 C -4.8143 -3.2341 -1.3031  N267 1.460, H279 1.118, H280 1.080, H281 1.094
269 C -2.7095 -1.9690 -1.7831  N267 1.457, H282 1.087, H283 1.102, H284 1.086
270 N -6.1672 -1.7082 -3.6400  P265 1.645, C271 1.463, C272 1.413
271 C -6.8358 -2.0917 -4.8839  N270 1.463, H285 1.090, H286 1.086, H287 1.107
272 C -6.9528 -1.1439 -2.6104  N270 1.413, H288 1.102, H289 1.116, H290 1.069
273 H -4.4325 1.5376 -4.1479  C262 1.116
274 H -3.4231 1.2158 -2.7775  C262 1.099
275 H -5.1275 0.6728 -2.7270  C262 1.077
276 H -2.4365 -1.3975 -5.1614  C264 1.116
277 H -1.7649 -0.2292 -4.0655  C264 1.081
278 H -2.6081 0.4118 -5.3857  C264 1.084
279 H -5.0080 -4.0406 -2.0534  C268 1.118
280 H -4.2338 -3.6672 -0.5022  C268 1.080
281 H -5.7739 -2.8568 -0.9379  C268 1.094
282 H -2.1766 -2.9026 -1.9460  C269 1.087
283 H -2.1925 -1.2698 -2.4608  C269 1.102
284 H -2.5096 -1.6166 -0.7753  C269 1.086
285 H -7.2120 -3.1106 -4.7917  C271 1.090
286 H -7.6662 -1.3942 -4.9384  C271 1.086
287 H -6.1856 -1.9014 -5.7591  C271 1.107
288 H -7.9139 -1.6111 -2.3429  C272 1.102
289 H -7.1770 -0.0836 -2.8747  C272 1.116
290 H -6.3732 -1.1265 -1.7118  C272 1.069
291 C 5.7418 5.4126 3.8218  N292 1.462, H302 1.110, H303 1.112, H304 1.096
292 N 6.1129 5.3353 2.4097  C291 1.462, C293 1.391, P294 1.655
293 C 5.7696 6.5151 1.7569  N292 1.391, H305 1.110, H306 1.077, H307 1.106
294 P 7.1472 4.2100 1.7745  N292 1.655, O295 1.491, N296 1.626, N299 1.667
295 O 6.7922 2.8664 2.3139  P294 1.491
296 N 7.0474 4.3831 0.1613  P294 1.626, C297 1.481, C298 1.431
297 C 5.8060 3.9636 -0.5290  N296 1.481, H308 1.090, H309 1.101, H310 1.068
298 C 8.0070 5.0369 -0.6743  N296 1.431, H311 1.129, H312 1.120, H313 1.086
299 N 8.6978 4.6571 2.1923  P294 1.667, C300 1.394, C301 1.442
300 C 9.0241 5.9938 2.4129  N299 1.394, H314 1.081, H315 1.110, H316 1.110
301 C 9.8147 3.8479 1.7715  N299 1.442, H317 1.126, H318 1.100, H319 1.073
302 H 4.6551 5.2071 3.9195  C291 1.110
303 H 5.9818 6.4707 4.0678  C291 1.112
304 H 6.3137 4.7092 4.4384  C291 1.096
305 H 4.7184 6.8098 1.9589  C293 1.110
306 H 5.9183 6.4423 0.6929  C293 1.077
307 H 6.3860 7.3684 2.0963  C293 1.106
308 H 5.4019 3.0052 -0.2028  C297 1.090
309 H 5.0617 4.7669 -0.4143  C297 1.101
310 H 6.0272 3.8480 -1.5671  C297 1.068
311 H 8.4004 4.2915 -1.4262  C298 1.129
312 H 7.5736 5.8681 -1.2874  C298 1.120
313 H 8.7634 5.4493 -0.0125  C298 1.086
314 H 9.9728 5.9919 2.9306  C300 1.081
315 H 9.0243 6.6737 1.5354  C300 1.110
316 H 8.3995 6.4889 3.1858  C300 1.110
317 H 10.5663 3.8050 2.6093  C301 1.126
318 H 10.2567 4.1754 0.8191  C301 1.100
319 H 9.5149 2.8337 1.5905  C301 1.073
320 O 1.1123 2.1347 4.8778  C321 1.197
321 C 2.0487 2.1912 4.1336  O320 1.197, O322 1.320, O325 1.371
322 O 2.9611 1.2604 3.9278  C321 1.320, C323 1.463
323 C 3.9594 1.7754 2.9901  O322 1.463, C324 1.495, H326 1.083, H327 1.097
324 C 3.3173 2.9757 2.3722  C323 1.495, O325 1.441, H328 1.120, H329 1.063
325 O 2.3414 3.2992 3.3820  C321 1.371, C324 1.441
326 H 4.8058 2.1155 3.5742  C323 1.083
327 H 4.2164 1.0329 2.2239  C323 1.097
328 H 2.8036 2.8908 1.3811  C324 1.120
329 H 4.0489 3.7474 2.3635  C324 1.063

Gap between HOMO and LUMO ... 8.13 eV
E_LUMO ... 0.25 eV
SMILES ... CN(C)P(=O)(N(C)C)N(C)C.CN(C)P(=O)(N(C)C)N(C)C.CN(C)P(=O)(N(C)C)N(C)C.CN(C)P(=O)(N(C)C)N(C)C.CN(C)P(=O)(N(C)C)N(C)C.CN(C)P(=O)(N(C)C)N(C)C.CN(C)P(=O)(N(C)C)N(C)C.CN(C)P(=O)(N(C)C)N(C)C.CN(C)P(=O)(N(C)C)N(C)C.CN(C)P(=O)(N(C)C)N(C)C.CN(C)P(=O)(N(C)C)N(C)C.O=C1OCCO1